# 1
ORCA calculation (wB97M-V/def2-TZVPD) on a molecular structure, C6H19Fe2O11P.

Atoms and positions in Å:
H: 20.86998 16.54104 2.32690
H: 20.07146 13.71957 -0.95070
H: 22.92913 16.75731 4.11313
H: 23.51962 16.28076 1.76970
O: 19.83696 19.65198 -0.37880
H: 19.52707 17.69302 -0.45226
H: 20.60742 17.99804 -2.49401
H: 20.55570 20.28323 -0.25294
H: 22.33069 13.00330 -0.66680
P: 17.53650 14.94958 4.40868
H: 22.37024 17.63757 2.00751
C: 21.75470 12.94391 0.26016
C: 20.51656 13.80148 0.04414
O: 23.49529 17.37699 3.63787
Fe: 18.44104 15.22175 1.97256
O: 18.59217 14.10120 3.64438
C: 23.37813 17.27051 2.21923
Fe: 20.31034 14.99588 4.35554
H: 22.12926 13.17852 2.10109
H: 21.39988 11.90517 0.31987
H: 21.73859 17.10813 -1.56688
H: 25.02122 18.59597 -0.22856
H: 25.46680 17.74880 1.83878
O: 18.67684 15.59769 5.26385
H: 24.36122 19.17379 1.97163
C: 21.26296 18.09580 -1.62783
H: 20.93475 18.16903 0.54892
O: 16.99565 15.71714 3.15081
O: 16.72847 13.87838 5.11492
C: 20.39572 18.35858 -0.38849
H: 20.88096 14.83631 0.02305
O: 24.35604 18.05857 0.20460
O: 19.55933 13.62922 1.08826
C: 24.46401 18.13696 1.63898
H: 19.36551 12.69218 1.21754
O: 22.19359 19.12848 -1.84310
O: 20.11224 16.05858 2.63813
H: 22.84223 19.10215 -1.12807
O: 22.62436 13.36090 1.28945

Computed properties:
- spin multiplicity = 9
- F_max (eV/A) = 5.47
- HOMO (spin up / spin down) (eV) = -8.231 / -8.394
- electronic energy (eV) = -107115.3610
- ⟨S²⟩ = 20.0222
- LUMO energy (spin up / spin down) (Eh) = -0.072 / -0.082

# 2
ORCA calculation (wB97M-V/def2-TZVPD) on a molecular structure, C53H46N5S4Se4Tc.

Atoms and positions in Å:
H: 0.53188 -0.11989 -4.26194
H: 5.00488 2.53053 -1.66894
H: -4.15623 4.63751 -3.25451
C: 0.95376 2.52842 2.85161
H: 5.82133 -1.83876 -2.51509
H: -2.92984 -2.58268 -4.82334
C: 4.53792 0.44009 -1.50330
H: -0.51760 -3.21308 0.44118
H: -1.95424 -5.20102 0.87901
S: -0.61932 1.77533 2.42886
C: -1.92231 -4.38618 1.58997
H: -3.28156 -3.41254 4.54227
H: 3.46044 -3.63876 -2.97429
H: -3.86739 2.45213 -2.18958
H: -1.23265 -0.49559 -8.15238
N: -0.94177 2.06237 1.00335
C: -0.69275 3.58109 -2.01270
C: 0.58541 2.98810 -1.71341
C: 1.61904 2.14162 4.00408
C: 1.47834 3.47041 1.98394
H: 0.53049 0.43563 -6.68363
H: -3.91240 -1.29480 -1.88542
C: -2.86325 4.31356 4.63626
H: -2.94190 -2.01706 -7.22182
H: 5.17385 -1.51093 3.60793
H: -2.24619 6.20111 -3.46552
C: -2.10632 5.22484 -3.02058
C: 3.20290 -2.58753 -2.83127
H: -3.84780 3.94290 6.50538
C: -2.77972 2.21925 5.81541
H: 5.54611 -3.38731 -1.71812
C: 4.22367 1.78707 -1.57735
C: 2.22493 -0.15732 -1.36687
C: -2.08293 3.78089 3.62313
S: -0.10773 -0.83147 1.81963
H: 3.38820 2.41241 5.17696
H: 4.36747 4.07404 3.63473
Se: -3.43484 0.46231 0.30786
C: -1.84669 -2.28542 3.42267
C: -2.69453 -4.42905 2.74492
N: -0.29266 -0.55706 0.38364
H: 1.41918 -0.87134 -1.28123
Se: -2.36570 5.29025 1.12436
C: 1.58316 -1.17867 2.30860
C: 2.71640 4.02676 2.26836
H: -3.18218 5.34524 4.57282
H: 0.00969 5.48129 -2.74641
H: -1.64929 0.65711 4.85929
Se: -4.41769 4.52223 1.05726
H: -5.68549 -2.98290 -1.50653
H: 3.53659 -2.03230 -3.71005
C: -1.06447 -2.26951 2.28071
C: 5.37550 -2.31314 -1.63934
C: -2.12613 -4.12351 -2.48760
C: -1.10582 -3.29517 1.34690
C: -2.43561 -2.77666 -2.34964
C: 2.88825 2.15923 -1.57510
C: -2.17940 -1.59821 -6.57919
C: -4.40183 -4.65236 -1.93094
H: 5.88839 -1.96141 -0.74204
C: -3.01533 3.11680 -2.27085
H: -3.03039 1.61250 6.67515
C: 2.54596 -0.28253 1.87378
H: 1.17482 1.40084 4.65799
C: -0.23099 -0.21671 -6.27794
C: -0.84802 4.83342 -2.60304
S: 2.14967 3.71484 -1.85929
C: -3.22127 3.53169 5.72503
H: 3.83632 -2.49813 0.56712
C: 1.88599 -2.20083 3.19261
N: 0.60681 1.71319 -1.40242
H: -1.78496 4.38907 2.78179
H: -3.33137 -5.28390 2.93102
H: 0.90538 3.74929 1.10716
Tc: -1.25497 0.99855 -0.65019
C: -2.17902 -1.91774 -5.22759
H: 2.11546 -2.51155 -2.76763
H: 3.44471 -3.87368 -0.47577
C: 3.40090 3.64004 3.41346
C: -0.22083 -0.52543 -4.92927
C: -4.68958 -3.30223 -1.78224
C: 3.87224 -2.04406 -1.55762
C: 3.18912 -2.31733 3.65602
C: -1.78170 2.71121 -1.77272
H: 1.11794 -2.89296 3.51499
H: 5.58256 0.16278 -1.52279
H: 4.60093 0.28676 1.99907
C: -1.68721 2.45853 3.70302
N: -0.55367 0.25724 2.91032
C: 3.84523 -0.41130 2.33480
C: 4.16220 -1.42194 3.23364
H: -5.18000 -5.38905 -1.78158
C: -1.21503 -0.74948 -7.10105
H: -1.81892 -1.44202 4.09809
C: 3.55107 -0.55412 -1.45440
H: 2.24827 -2.59865 -0.20716
H: 2.27350 0.50677 1.18600
H: 3.43991 -3.10155 4.35781
C: -3.70087 -2.35160 -1.99285
N: -1.38723 -0.22106 -2.02931
C: -1.20437 -1.36281 -4.41971
C: 2.85294 2.70543 4.28362
C: 1.89021 1.19205 -1.39921
S: -1.08039 -1.62247 -2.62993
H: -1.12146 -4.42326 -2.76539
C: -2.00622 1.67355 4.80322
C: -2.66659 -3.38073 3.65319
C: -3.17844 4.35074 -2.88888
C: 3.31291 -2.79800 -0.34222
Se: -4.91796 2.16664 0.69676
C: -3.12195 -5.06456 -2.28250
H: 3.14477 4.76349 1.60139
H: -2.90261 -6.11787 -2.39645

Computed properties:
- spin multiplicity = 4
- F_max (eV/A) = 2.03
- HOMO (spin up / spin down) (eV) = -9.039 / -9.209
- electronic energy (eV) = -370072.4776
- relative energy (zero: lowest compared OMol25 entry of this formula, charge and spin) (kcal per mole) = 0.0
- ⟨S²⟩ = 3.9452
- total charge = +1
- LUMO energy (spin up / spin down) (Eh) = -0.134 / -0.126

# 3
ORCA calculation (wB97M-V/def2-TZVPD) on a molecular structure, C19H18N2PtS5.

Atoms and positions in Å:
C: 1.42866 0.06898 1.36626
H: 2.28235 4.57976 1.93415
S: -2.86707 2.77143 3.35048
C: 0.23207 0.29425 0.81434
S: -3.68877 4.11319 2.07297
S: -3.02818 0.93826 2.56719
H: 3.06085 -3.14515 4.31260
Pt: -2.62460 1.16462 0.24818
H: -2.83815 -2.28943 -2.06835
H: -1.95237 0.98409 -4.51537
H: -1.17839 -1.40975 -3.97509
C: -2.95200 -0.84885 -5.06794
C: 1.79526 -1.32363 1.75026
C: 2.68020 3.57329 1.95208
H: 4.64178 4.18372 2.57859
H: 4.10232 -0.00639 1.93582
H: 0.81943 2.67754 1.37164
C: 2.34664 1.20086 1.66345
N: -3.55267 0.58224 -3.21786
C: -2.96849 0.57950 -4.55225
C: 2.36585 -1.61581 2.98737
H: 5.54815 1.88033 2.55670
C: 1.85665 2.50798 1.63191
C: 4.51127 2.06054 2.30481
C: -3.50310 -0.44745 -2.36919
H: -2.25246 -2.76818 -4.32816
C: -0.88922 0.49910 0.26843
C: 3.68963 0.99234 1.97355
H: -3.99451 1.41038 -2.85294
H: -3.56635 1.22996 -5.18883
H: -2.46613 -0.90203 -6.04081
C: -2.22612 -1.71498 -4.05337
S: -4.26464 -0.36893 -0.82834
H: 1.54272 -4.48117 0.53955
S: -3.67281 3.32368 0.25064
H: 2.58950 -4.98439 2.72561
C: 2.35986 -3.96170 2.45619
C: 4.00533 3.35176 2.30615
H: 1.02159 -2.13800 -0.06574
H: 2.56113 -0.81733 3.69099
H: -3.97852 -1.20557 -5.17532
C: 1.77806 -3.68030 1.22837
C: 2.64114 -2.92831 3.33908
N: -2.88298 -1.56073 -2.76129
C: 1.48709 -2.36974 0.88353

Computed properties:
- spin multiplicity = 1
- F_max (eV/A) = 2.10
- HOMO (spin up / spin down) (eV) = -5.815 / -5.815
- electronic energy (eV) = -80395.8771
- relative energy (zero: lowest compared OMol25 entry of this formula, charge and spin) (kcal per mole) = 66.6
- LUMO energy (spin up / spin down) (Eh) = -0.069 / -0.069